a) Molecular formula: C5H41N2O14
Method: DFT, ωB97M-V/def2-TZVPD

## Properties
- lowest unoccupied orbital energy (eV) = -2.20
- Kohn-Sham gap (eV) = 10.21
- spin multiplicity = 1
- net charge = +1

Structure (XYZ):
```
62
C5H41N2O14 ωB97M-V/def2-TZVPD
N -0.1739 -0.3416 2.7974
C 0.0891 -0.8835 1.4309
C 1.3451 -0.4080 0.7218
C 1.6357 1.1032 0.7446
O 2.4613 -0.9868 1.4851
C -1.1517 -0.6292 0.5658
N -1.1180 -1.5614 -0.6216
C -2.5316 -1.4667 -1.2628
H -0.2773 0.7185 2.7850
H 0.5454 -0.6659 3.4788
H -0.9916 -0.9040 3.2436
H 0.3811 -1.9791 1.5756
H 1.4058 -0.7344 -0.3597
H 2.1044 1.3937 -0.2384
H 2.2388 1.2624 1.5944
H 0.6929 1.7154 0.7310
H 3.1926 -1.3063 0.9662
H -1.1331 0.4215 0.2199
H -2.0449 -0.6973 1.1578
H -0.4834 -1.1822 -1.3034
H -2.6933 -2.5467 -1.5489
H -3.3064 -1.1868 -0.5643
H -2.4321 -0.6645 -2.0149
H -0.3335 -3.4646 0.0174
H 0.0188 -4.9682 0.0419
O -0.1420 -4.2088 0.6233
H -1.6184 -4.2440 2.0181
H -1.1117 -4.4155 3.4617
O -1.8567 -4.1842 2.9274
H -3.7667 -1.3270 4.0517
H -3.0677 -2.5799 3.6368
O -3.0138 -1.6051 3.5345
H -0.6063 -3.3985 -2.2089
H 0.7852 -2.8599 -2.0167
O 0.2550 -3.3581 -2.6488
H 1.2402 1.6447 5.3159
H 1.9272 0.2287 5.3868
O 1.3777 0.8068 4.8090
H 0.3562 -1.9061 -4.5745
H 0.1384 -0.5169 -5.0535
O 0.3787 -1.0250 -4.2175
H -2.3099 2.2154 2.3703
H -1.0039 2.8655 2.4071
O -1.3735 1.9844 2.4007
H 1.5203 2.7780 -4.5899
H 0.3134 4.9294 2.1563
O -0.0171 4.2156 1.5786
H 0.3393 0.6368 -2.9862
H 0.5638 1.9132 -2.0415
O -0.0131 1.1234 -2.1894
H 2.5711 1.8794 -4.0280
H 1.1674 4.7626 -1.9059
O 1.8688 2.4638 -3.7003
H 0.1154 4.4682 0.6769
H -0.3420 5.1907 -1.8039
O 0.4620 4.9528 -1.3114
H -2.6718 2.9573 -2.6365
H -1.2276 2.2393 -2.7008
O -1.7572 3.0119 -2.8552
H 2.3908 -0.3833 -3.3105
H 3.5449 -0.4577 -4.4322
O 3.2763 -0.0238 -3.5771
```


b) Molecular formula: C5H41N2O14
Method: DFT, ωB97M-V/def2-TZVPD

## Properties
- lowest unoccupied orbital energy (eV) = -2.29
- Kohn-Sham gap (eV) = 9.10
- spin multiplicity = 1
- net charge = +1

Structure (XYZ):
```
62
C5H41N2O14 ωB97M-V/def2-TZVPD
N -0.9161 1.9099 1.1248
C -2.0517 0.8554 1.3911
C -3.3833 1.6504 1.2550
C -4.4055 1.3137 0.1586
O -4.0455 1.7089 -1.1670
C -1.8337 -0.2913 0.4433
N -0.9319 -1.4062 0.7828
C -0.0305 -1.7764 -0.2949
H 0.0109 1.4771 1.1531
H -0.9318 2.5243 1.9373
H -1.0525 2.4024 0.2273
H -1.9123 0.6923 2.4509
H -3.9438 1.6454 2.1883
H -3.0861 2.6846 1.0737
H -5.3093 1.8777 0.3788
H -4.7034 0.2663 0.2003
H -3.8922 0.8821 -1.6461
H -2.8077 -0.7993 0.5325
H -1.6802 0.0061 -0.5860
H -0.4385 -1.2448 1.6507
H 1.0078 -1.9189 -0.0318
H -0.2926 -2.7522 -0.7242
H -0.0595 -1.0474 -1.1052
H -2.7082 -1.6691 -1.7311
H -4.0697 -1.3605 -2.5214
O -3.3926 -1.0242 -1.9300
H 3.1365 -3.2248 0.8478
H 2.6108 -1.8967 1.2849
O 3.0390 -2.6805 1.6375
H 0.8572 1.7264 4.7921
H 1.9012 1.8370 3.6482
O 0.9889 2.0866 3.9107
H 4.4954 -0.2260 -3.3427
H 3.1518 0.4143 -3.0283
O 3.7442 -0.3020 -2.7632
H -0.1656 -5.1694 1.0113
H 0.6732 -4.5544 2.0938
O 0.6090 -4.6077 1.1358
H 5.0299 -0.1027 -1.5695
H 6.1747 -0.9152 -0.9230
O 5.7740 -0.0460 -0.9311
H 3.8034 1.2706 2.2687
H 4.2143 1.4339 3.7905
O 3.4864 1.2369 3.2032
H -1.3165 3.5505 -1.9885
H -2.5576 2.8600 -1.5686
O -1.5913 2.8120 -1.4340
H -1.8526 1.0117 -2.9107
H -2.2511 -0.0855 -3.9787
O -1.5298 0.3827 -3.5621
H 4.6891 0.7069 0.3396
H 4.4982 2.2178 0.2287
O 4.0757 1.4285 0.5761
H 0.1921 0.4611 -3.3620
H 1.6240 0.5244 -3.9593
O 1.1456 0.3920 -3.1515
H 2.3469 1.0528 0.1838
H 1.7740 0.2348 -0.8120
O 1.4383 0.8052 -0.1141
H -2.9623 -4.1865 0.6920
H -1.7322 -3.4956 1.1889
O -2.6551 -3.5593 1.3550
```


On energetic grounds, b) is preferred over the next structure by 0.0052 hartree.


a) Molecular formula: C2H2INO2
Method: DFT, ωB97M-V/def2-TZVPD

## Properties
- lowest unoccupied orbital energy (eV) = -0.26
- Kohn-Sham gap (eV) = 9.01
- spin multiplicity = 1

Structure (XYZ):
```
8
C2H2INO2 ωB97M-V/def2-TZVPD
C 0.7411 -0.5687 -0.0437
C -1.2458 -0.7021 -0.1527
N 1.0320 0.6895 0.1641
O 1.3907 -1.6152 -0.0886
O -1.8706 -1.7066 -0.1484
I -2.1762 1.2571 -0.1357
H 0.2303 1.3954 0.0709
H 1.8985 1.2506 0.3341
```


b) Molecular formula: C2H2INO2
Method: DFT, ωB97M-V/def2-TZVPD

## Properties
- lowest unoccupied orbital energy (alpha / beta) (eV) = -0.64 / -0.64
- Kohn-Sham gap (alpha / beta) (eV) = 8.12 / 8.12
- spin multiplicity = 1
- SMILES = O=C/[N+]([O-])=C\I

Structure (XYZ):
```
8
C2H2INO2 ωB97M-V/def2-TZVPD
O -1.9885 0.7872 1.0906
C -0.8133 0.7912 0.9909
N -0.0615 -0.2562 0.1337
O 1.1275 0.1458 -0.0329
C -0.4313 -1.4060 -0.4431
I -2.2615 -2.3255 -0.3729
H -0.0674 1.4695 1.3928
H 0.3685 -1.8574 -1.0126
```


On energetic grounds, a) is preferred over the next structure by 0.0794 hartree.


a) Molecular formula: C4H8N3S
Method: DFT, ωB97M-V/def2-TZVPD

## Properties
- lowest unoccupied orbital energy (eV) = -3.15
- Kohn-Sham gap (eV) = 10.44
- spin multiplicity = 1
- net charge = +1
- SMILES = [NH2+]=C1CC=N[C@H](S)N1

Structure (XYZ):
```
16
C4H8N3S ωB97M-V/def2-TZVPD
N 0.7140 1.8641 1.2523
C 0.3003 0.8561 0.4994
C -1.1799 0.6784 0.3259
C -1.5679 -0.4400 -0.5995
N -0.7810 -1.2023 -1.2096
C 0.5709 -1.1982 -1.1657
S 1.3650 -2.7219 -0.7093
N 1.1186 0.0285 -0.0623
H 0.0695 2.5086 1.6854
H 1.6968 2.0336 1.4115
H -1.6230 1.6095 -0.0503
H -1.6271 0.5029 1.3124
H -2.6282 -0.5843 -0.7683
H 1.0359 -0.8577 -2.0941
H 0.4159 -3.1617 0.1157
H 2.1201 0.0842 0.0564
```


b) Molecular formula: C4H8N3S
Method: DFT, ωB97M-V/def2-TZVPD

## Properties
- lowest unoccupied orbital energy (eV) = -4.06
- Kohn-Sham gap (eV) = 9.89
- spin multiplicity = 1
- net charge = +1
- SMILES = N#C[C@H]1CN[C@H]([NH3+])S1

Structure (XYZ):
```
16
C4H8N3S ωB97M-V/def2-TZVPD
N 3.4382 0.3485 -0.6562
C 2.6026 0.1928 0.0802
C 1.3108 -0.1598 0.7858
C 0.3231 0.9883 0.6379
N -0.3869 0.8993 -0.6384
C -0.7637 -0.4434 -0.8989
N -1.9975 -0.7984 -0.1355
S 0.6103 -1.5925 -0.0916
H 1.6911 -0.3952 1.8360
H -0.3693 1.0148 1.4051
H 0.9631 1.8933 0.6992
H 0.1713 1.3430 -1.3096
H -0.8678 -0.8822 -1.9073
H -1.8475 -1.4630 0.6318
H -2.8510 -1.0425 -0.8482
H -2.0267 0.0969 0.4097
```


On energetic grounds, a) is preferred over the next structure by 0.0687 hartree.


a) Molecular formula: CHNO4
Method: DFT, ωB97M-V/def2-TZVPD

## Properties
- lowest unoccupied orbital energy (alpha / beta) (eV) = -0.79 / -1.07
- Kohn-Sham gap (alpha / beta) (eV) = 9.97 / 8.25
- spin multiplicity = 1

Structure (XYZ):
```
7
CHNO4 ωB97M-V/def2-TZVPD
C 0.5052 -0.2780 0.5981
N -0.9069 -0.2962 1.3790
O 1.1642 -1.1889 0.5952
O -3.2066 -0.0852 1.4185
O -0.8591 -0.8004 2.4822
O -2.1122 0.1794 0.8124
H 0.5814 0.6760 -0.0035
```


b) Molecular formula: CHNO4
Method: DFT, ωB97M-V/def2-TZVPD

## Properties
- lowest unoccupied orbital energy (eV) = -1.23
- Kohn-Sham gap (eV) = 8.56
- spin multiplicity = 1
- SMILES = O=C=[N+]([O-])OO

Structure (XYZ):
```
7
CHNO4 ωB97M-V/def2-TZVPD
O 0.1448 -1.3622 1.9501
C -0.3001 -0.7235 1.0761
N -0.6812 -0.5919 -0.0891
O -1.7142 -0.2506 -0.6731
O 0.7013 -0.0488 -0.7588
O 0.7021 1.3123 -1.1109
H 1.1473 1.6648 -0.3943
```


c) Molecular formula: CHNO4
Method: DFT, ωB97M-V/def2-TZVPD

## Properties
- lowest unoccupied orbital energy (alpha / beta) (eV) = -2.00 / -2.00
- Kohn-Sham gap (alpha / beta) (eV) = 6.53 / 6.54
- spin multiplicity = 1

Structure (XYZ):
```
7
CHNO4 ωB97M-V/def2-TZVPD
C 0.1421 -0.1202 -0.5073
N -1.0987 1.5481 -0.6644
O 0.8066 -0.3187 -1.4410
O -1.3304 1.6751 -1.7864
O 0.7727 -1.4923 1.4715
O -0.1673 -0.3074 0.6531
H 0.8750 -0.9845 2.2745
```


d) Molecular formula: CHNO4
Method: DFT, ωB97M-V/def2-TZVPD

## Properties
- lowest unoccupied orbital energy (eV) = -0.48
- Kohn-Sham gap (eV) = 11.04
- spin multiplicity = 1
- SMILES = O=CO[N+](=O)[O-]

Structure (XYZ):
```
7
CHNO4 ωB97M-V/def2-TZVPD
O 2.0110 -1.0948 -0.1189
C 1.0791 -0.3841 0.0796
O -0.1345 -0.6356 -0.3901
N -1.1798 0.2986 -0.1484
O -2.2192 -0.1545 0.1309
O -0.8907 1.4445 -0.2658
H 1.3341 0.5259 0.7127
```


On energetic grounds, d) is preferred over the next structure by 0.0776 hartree.


a) Molecular formula: C4H12O2S2
Method: DFT, ωB97M-V/def2-TZVPD

## Properties
- lowest unoccupied orbital energy (eV) = 0.50
- Kohn-Sham gap (eV) = 9.04
- spin multiplicity = 1

Structure (XYZ):
```
20
C4H12O2S2 ωB97M-V/def2-TZVPD
C -0.1122 -0.2505 -2.1077
S -0.8707 -1.4110 -0.9184
O -2.0189 -2.0484 -1.6673
C 0.4635 -2.6035 -1.0320
H -1.0616 0.2658 -2.5352
H 0.4308 -0.9400 -2.8324
H 0.8697 0.0674 -1.6389
H 1.2769 -2.0462 -0.6229
H 0.7705 -3.1709 -1.8998
H 0.3382 -3.3389 -0.1760
C -1.1206 0.7862 1.9211
S 0.5859 1.0355 2.1761
O 1.1098 -0.0274 1.1523
C 0.8408 2.5483 1.2574
H -1.0684 0.9152 0.8484
H -1.8418 1.3354 2.6767
H -1.5469 0.0305 2.3111
H 0.3352 2.7692 0.3068
H 1.9745 2.7014 0.9982
H 0.6453 3.3819 1.7823
```


b) Molecular formula: C4H12O2S2
Method: DFT, ωB97M-V/def2-TZVPD

## Properties
- lowest unoccupied orbital energy (eV) = 0.43
- Kohn-Sham gap (eV) = 8.85
- spin multiplicity = 1
- SMILES = CSSCCCO.O

Structure (XYZ):
```
20
C4H12O2S2 ωB97M-V/def2-TZVPD
C -1.3114 -2.2033 0.9922
S -2.2174 -0.6399 0.9855
S -0.8871 0.6633 1.8001
C 0.6250 0.6653 0.7595
C 0.3865 1.1051 -0.6716
C -0.2363 2.4842 -0.8256
O 0.7065 3.5523 -0.6442
H -0.2732 -1.8978 0.9192
H -1.3082 -2.7829 1.9189
H -1.5952 -2.8114 0.1432
H 1.2509 1.3586 1.3216
H 1.0633 -0.3258 0.8500
H -0.3295 0.4058 -1.1059
H 1.2587 1.0955 -1.3327
H -0.6250 2.5976 -1.8297
H -1.0264 2.6465 -0.0889
H 1.5502 3.2058 -0.3428
O 0.7458 -2.7867 -1.0851
H 1.6562 -2.8948 -1.3667
H 0.5667 -3.4374 -0.3969
```


On energetic grounds, b) is preferred over the next structure by 0.1617 hartree.